[1]
{
  "formula": "C5H5NO",
  "method": "ωB97M-V/def2-TZVPD",
  "gap_ev": [8.67, 8.67],
  "e_tot_ha": -323.28979,
  "total_charge": 0,
  "e_homo_ha": [-0.30680, -0.30676],
  "e_above_lowest_kcal_mol": 144.26,
  "symbols": ["O", "C", "C", "C", "N", "C", "C", "H", "H", "H", "H", "H"],
  "positions_angstrom": [[1.220, -0.313, -1.337], [0.733, -0.356, -0.091], [0.018, 1.826, 0.328], [-1.181, 1.193, 0.364], [-1.847, 0.189, 0.329], [-0.577, -0.955, 0.194], [-0.431, -2.189, 0.335], [0.479, -0.331, -1.961], [1.528, -0.410, 0.644], [0.433, 2.200, 1.260], [0.300, 2.365, -0.573], [-0.676, -3.219, 0.509]]
}

---

[2]
{
  "formula": "C6H11N5O2",
  "method": "ωB97M-V/def2-TZVPD",
  "multiplicity": 3,
  "gap_ev": [7.55, 5.65],
  "s_squared": 2.012,
  "e_tot_ha": -659.09961,
  "total_charge": 0,
  "e_homo_ha": [-0.26506, -0.38411],
  "e_above_lowest_kcal_mol": 3.11,
  "symbols": ["C", "C", "C", "C", "C", "C", "N", "N", "N", "N", "N", "O", "O", "H", "H", "H", "H", "H", "H", "H", "H", "H", "H", "H"],
  "positions_angstrom": [[-2.047, 1.855, -2.776], [0.372, -0.320, 1.617], [1.053, 0.668, -0.673], [-0.369, -1.348, -0.762], [-1.186, 0.781, 0.112], [-0.034, -0.144, 0.128], [-1.947, 1.053, -1.398], [-3.181, 1.455, -3.260], [-3.080, 0.446, -1.391], [-3.776, 0.635, -2.388], [-1.145, 2.878, -3.118], [-0.244, 3.081, -2.348], [-1.262, 3.445, -4.194], [-0.233, -1.075, 2.143], [0.102, 0.619, 2.234], [1.444, -0.545, 1.734], [1.320, 1.498, -0.043], [1.858, 0.037, -0.992], [0.599, 1.078, -1.545], [0.154, -1.172, -1.698], [-1.534, -1.309, -1.068], [-0.142, -2.326, -0.270], [-2.031, 0.400, 0.629], [-0.925, 1.736, 0.510]]
}

---

[3]
{
  "formula": "C60H87NO2S",
  "method": "ωB97M-V/def2-TZVPD",
  "smiles": "CCCCCCCCC[C@@H](CCCCCCCOC)O[C@H]([C@H](N)S)[C@@H](C)CC.c1ccccc1.c1ccccc1.c1ccccc1.c1ccccc1.c1ccccc1.c1ccccc1",
  "gap_ev": 9.32,
  "e_tot_ha": -2941.81794,
  "total_charge": 0,
  "e_homo_ha": -0.32816,
  "symbols": ["C", "C", "C", "C", "C", "C", "C", "C", "C", "C", "C", "C", "C", "C", "C", "C", "C", "O", "C", "O", "C", "C", "N", "S", "C", "C", "C", "C", "H", "H", "H", "H", "H", "H", "H", "H", "H", "H", "H", "H", "H", "H", "H", "H", "H", "H", "H", "H", "H", "H", "H", "H", "H", "H", "H", "H", "H", "H", "H", "H", "H", "H", "H", "H", "H", "H", "H", "H", "H", "H", "H", "H", "H", "H", "H", "H", "H", "H", "H", "C", "C", "C", "C", "C", "C", "H", "H", "H", "H", "H", "H", "C", "C", "C", "C", "C", "C", "H", "H", "H", "H", "H", "H", "C", "C", "C", "C", "C", "C", "H", "H", "H", "H", "H", "H", "C", "C", "C", "C", "C", "C", "H", "H", "H", "H", "H", "H", "C", "C", "C", "C", "C", "C", "H", "H", "H", "H", "H", "H", "C", "C", "C", "C", "C", "C", "H", "H", "H", "H", "H", "H"],
  "positions_angstrom": [[9.768, -5.014, -1.538], [8.729, -6.111, -1.314], [7.685, -5.708, -0.262], [6.344, -6.442, -0.427], [5.231, -5.575, -1.027], [4.789, -4.421, -0.123], [3.789, -4.862, 0.971], [2.375, -4.330, 0.703], [1.319, -5.037, 1.544], [-0.113, -4.557, 1.341], [-0.283, -3.048, 1.596], [0.055, -2.151, 0.406], [0.697, -0.817, 0.798], [1.309, -0.142, -0.441], [2.717, -0.659, -0.721], [3.439, 0.012, -1.893], [2.710, -0.037, -3.238], [3.212, -1.034, -4.106], [2.854, -2.341, -3.723], [-0.484, -4.957, 0.032], [-1.822, -4.766, -0.346], [-2.780, -5.464, 0.641], [-2.424, -6.857, 0.928], [-4.546, -5.320, 0.182], [-1.901, -5.197, -1.816], [-1.009, -4.249, -2.661], [-1.540, -6.685, -2.024], [-2.740, -7.531, -2.464], [10.200, -4.710, -0.582], [9.297, -4.133, -1.974], [10.583, -5.344, -2.179], [9.251, -7.014, -0.992], [8.239, -6.353, -2.259], [7.563, -4.626, -0.300], [8.097, -5.954, 0.719], [6.506, -7.272, -1.119], [6.012, -6.892, 0.510], [4.371, -6.210, -1.244], [5.604, -5.171, -1.972], [5.664, -3.955, 0.328], [4.307, -3.660, -0.742], [4.135, -4.466, 1.928], [3.769, -5.951, 1.040], [2.165, -4.421, -0.364], [2.393, -3.264, 0.948], [1.363, -6.109, 1.352], [1.564, -4.867, 2.597], [-0.711, -5.092, 2.088], [0.379, -2.802, 2.430], [-1.296, -2.857, 1.957], [0.699, -2.671, -0.299], [-0.861, -1.907, -0.138], [1.468, -0.983, 1.553], [-0.072, -0.169, 1.221], [0.647, -0.399, -1.272], [1.286, 0.946, -0.353], [3.306, -0.538, 0.191], [2.655, -1.730, -0.933], [4.395, -0.497, -2.038], [3.685, 1.042, -1.632], [1.636, -0.202, -3.110], [2.828, 0.912, -3.758], [3.519, -2.740, -2.952], [2.900, -2.966, -4.612], [1.828, -2.379, -3.339], [-2.109, -3.706, -0.312], [-2.709, -4.910, 1.577], [-3.089, -7.454, 0.450], [-2.569, -7.015, 1.917], [-4.487, -4.447, -0.830], [-2.917, -5.057, -2.183], [-1.571, -3.847, -3.504], [-0.630, -3.424, -2.063], [-0.149, -4.769, -3.075], [-1.063, -7.103, -1.143], [-0.806, -6.751, -2.829], [-2.508, -8.594, -2.468], [-3.613, -7.359, -1.834], [-3.020, -7.241, -3.479], [-2.116, 3.330, -2.262], [-2.706, 4.075, -1.248], [-3.113, 3.453, -0.076], [-2.926, 2.086, 0.086], [-2.336, 1.344, -0.927], [-1.932, 1.965, -2.101], [-1.800, 3.817, -3.177], [-2.845, 5.141, -1.371], [-3.574, 4.034, 0.713], [-3.239, 1.601, 1.002], [-2.186, 0.279, -0.799], [-1.471, 1.383, -2.889], [0.068, 7.825, -1.511], [0.208, 8.970, -0.740], [0.089, 8.895, 0.643], [-0.162, 7.673, 1.251], [-0.303, 6.528, 0.479], [-0.189, 6.605, -0.901], [0.158, 7.884, -2.588], [0.409, 9.922, -1.215], [0.194, 9.789, 1.245], [-0.248, 7.611, 2.329], [-0.501, 5.575, 0.953], [-0.302, 5.712, -1.501], [-5.475, 6.234, -3.899], [-5.781, 7.004, -5.012], [-5.363, 6.599, -6.272], [-4.643, 5.422, -6.420], [-4.339, 4.651, -5.307], [-4.753, 5.058, -4.046], [-5.800, 6.550, -2.916], [-6.345, 7.921, -4.898], [-5.600, 7.202, -7.140], [-4.320, 5.105, -7.403], [-3.779, 3.732, -5.421], [-4.514, 4.457, -3.180], [-1.767, -10.624, 4.905], [-0.822, -9.818, 5.524], [-0.958, -8.437, 5.494], [-2.044, -7.863, 4.848], [-2.990, -8.670, 4.231], [-2.851, -10.050, 4.256], [-1.658, -11.700, 4.928], [0.023, -10.266, 6.030], [-0.219, -7.809, 5.973], [-2.153, -6.785, 4.828], [-3.840, -8.221, 3.730], [-3.586, -10.678, 3.770], [-0.388, 7.903, 5.292], [-1.223, 6.796, 5.237], [-1.208, 5.865, 6.267], [-0.361, 6.045, 7.351], [0.473, 7.153, 7.405], [0.461, 8.082, 6.374], [-0.400, 8.630, 4.489], [-1.887, 6.659, 4.393], [-1.857, 5.000, 6.224], [-0.350, 5.320, 8.155], [1.133, 7.292, 8.252], [1.114, 8.944, 6.414], [-3.469, 13.078, 1.280], [-3.783, 13.851, 0.171], [-3.363, 13.455, -1.092], [-2.633, 12.284, -1.245], [-2.321, 11.510, -0.136], [-2.737, 11.909, 1.126], [-3.796, 13.387, 2.265], [-4.355, 14.762, 0.290], [-3.606, 14.059, -1.957], [-2.309, 11.974, -2.230], [-1.752, 10.599, -0.253], [-2.491, 11.306, 1.992]]
}

---

Repeat the first record exactly.
{
  "formula": "C5H5NO",
  "method": "ωB97M-V/def2-TZVPD",
  "gap_ev": [8.67, 8.67],
  "e_tot_ha": -323.28979,
  "total_charge": 0,
  "e_homo_ha": [-0.30680, -0.30676],
  "e_above_lowest_kcal_mol": 144.26,
  "symbols": ["O", "C", "C", "C", "N", "C", "C", "H", "H", "H", "H", "H"],
  "positions_angstrom": [[1.220, -0.313, -1.337], [0.733, -0.356, -0.091], [0.018, 1.826, 0.328], [-1.181, 1.193, 0.364], [-1.847, 0.189, 0.329], [-0.577, -0.955, 0.194], [-0.431, -2.189, 0.335], [0.479, -0.331, -1.961], [1.528, -0.410, 0.644], [0.433, 2.200, 1.260], [0.300, 2.365, -0.573], [-0.676, -3.219, 0.509]]
}